This record from the OMol25 dataset describes a structure of composition C34H46IrN5O2SbSi3 in a non-equilibrium geometry. The level of theory is ωB97M-V/def2-TZVPD.

Geometry as XYZ:
```
92
Properties=species:S:1:pos:R:3
Ir -0.5840 1.1857 -1.0902
O -2.0830 4.8370 -2.6815
C -1.8641 3.6749 -2.4331
N -0.6536 3.0596 -2.2920
C 0.4932 3.7332 -2.5972
O 0.6148 4.9058 -2.8641
C 1.6902 2.8175 -2.6010
C 2.9049 3.2990 -3.0778
C 4.0065 2.4656 -3.0741
C 3.8515 1.1687 -2.6063
C 2.6065 0.7731 -2.1496
N 1.5509 1.5765 -2.1397
C -3.0000 2.6834 -2.3083
C -4.3112 3.1219 -2.4491
C -5.3312 2.1852 -2.4241
C -4.9960 0.8423 -2.3166
C -3.6623 0.4968 -2.1623
N -2.6899 1.3997 -2.1306
H 2.9483 4.3131 -3.4386
H 4.9605 2.8152 -3.4343
H 4.6763 0.4762 -2.5991
H 2.4511 -0.2345 -1.7885
H -4.4974 4.1792 -2.5708
H -6.3637 2.4922 -2.4998
H -5.7570 0.0772 -2.3374
H -3.3596 -0.5371 -2.0685
C 1.2286 -0.3515 3.2302
Sb 1.5266 -0.0953 1.0852
C -0.0574 1.5470 1.0470
C -1.3224 1.2015 1.6488
C -1.7030 1.3640 2.9879
C -3.0052 1.0932 3.3550
C -3.9112 0.6713 2.3893
C -3.4596 0.5271 1.0875
N -2.2098 0.7657 0.7332
Si 0.5472 3.3042 1.4597
C 0.9544 3.5798 3.3107
C 2.1175 3.7271 0.4668
C -0.9513 4.4147 1.0570
C 0.8832 -2.1898 0.4102
C 0.2890 -2.1893 -0.9414
C 0.2090 -3.4196 -1.6238
C -0.3468 -3.5110 -2.8757
C -0.7912 -2.3446 -3.4926
C -0.6283 -1.1639 -2.8078
N -0.1367 -1.0795 -1.5615
Si -0.3104 -3.1768 1.6167
C -1.0666 -4.7271 0.7887
C 0.5037 -3.7775 3.2371
C -1.8689 -2.1703 2.0489
Si 2.6373 -3.0799 0.2598
C 3.3615 -2.7801 -1.4918
C 3.9059 -2.4203 1.5196
C 2.5762 -4.9777 0.4847
H 1.3776 0.6222 3.6856
H 1.9596 -1.0384 3.6394
H 0.2243 -0.7004 3.4416
H -0.9845 1.6933 3.7189
H -3.3178 1.2180 4.3811
H -4.9347 0.4527 2.6442
H -4.1262 0.2196 0.2944
H 1.5748 2.7957 3.7327
H 0.0515 3.6636 3.9065
H 1.4996 4.5116 3.4202
H 2.5651 2.8504 0.0063
H 2.8648 4.1846 1.1055
H 1.8874 4.4386 -0.3186
H -1.8309 4.1072 1.6153
H -1.2061 4.3849 0.0040
H -0.7438 5.4488 1.3102
H 0.6099 -4.2974 -1.1537
H -0.4122 -4.4631 -3.3803
H -1.2162 -2.3546 -4.4816
H -0.8937 -0.2225 -3.2727
H -0.3445 -5.4798 0.4975
H -1.6501 -4.4686 -0.0890
H -1.7434 -5.1987 1.4948
H 1.2508 -4.5453 3.0752
H -0.2737 -4.2156 3.8567
H 0.9682 -2.9926 3.8185
H -2.3463 -1.7839 1.1552
H -1.6834 -1.3351 2.7134
H -2.5843 -2.8197 2.5443
H 4.2090 -2.1030 -1.4585
H 2.6382 -2.3824 -2.1962
H 3.7197 -3.7167 -1.9084
H 4.1596 -1.3778 1.3519
H 4.8222 -2.9929 1.4244
H 3.5706 -2.5232 2.5445
H 2.4465 -5.4911 -0.4627
H 1.7995 -5.3211 1.1551
H 3.5227 -5.3158 0.8932
```

Results
Net charge: +1
LUMO energy (alpha / beta), eV: -3.448 / -3.449
Frontier orbital gap (alpha / beta), eV: 7.0 / 7.0